This record from the Open Molecules 2025 dataset describes a structure of composition C29H54MnN3OP2. The level of theory is ωB97M-V with the def2-TZVPD basis set.

Output
total charge: +1
HOMO-LUMO gap (spin up / spin down): 6.68 / 6.14 eV
multiplicity: 6
electronic energy: -87356.237 eV
molar mass: 577.7 g/mol
energy above the lowest of the compared OMol25 structures with the same formula, charge and spin: 0.0 kcal/mol

Each line ends with the Mulliken spin population.
Cartesian coordinates (Å):
H: 2.84980 -2.33673 -0.40922  0.009
C: -2.69782 -2.75701 -1.34802  -0.005
H: -3.15590 -1.29193 -3.52096  0.000
H: 0.04579 -3.15557 -1.36179  -0.003
H: -2.70705 4.93514 -1.56392  -0.008
C: 1.44013 -3.80211 1.04438  -0.021
H: 2.90357 -4.82322 2.96678  0.000
H: -3.58747 2.89260 1.64791  -0.003
C: -1.61599 -1.98151 -2.12265  -0.015
C: 1.09794 1.18959 2.02771  -0.132
H: 3.60227 -3.39147 3.71790  0.000
N: -1.21807 -0.19988 2.50341  -0.022
H: 0.86343 -3.93542 3.79930  0.001
H: -3.91416 4.01447 -2.87177  -0.006
H: 0.99249 2.16491 -3.42291  0.016
C: -1.15619 -0.70722 -1.33720  -0.321
H: 3.42775 1.56565 1.88157  0.001
H: -0.54843 -3.65427 -2.96932  0.000
O: 1.16796 1.95764 2.92389  -0.023
C: 0.72445 0.78436 -1.79552  -0.111
N: -1.00883 -0.88416 -0.07406  0.107
H: 4.61275 0.73429 0.83549  0.000
H: -5.54473 0.75960 -2.03028  0.011
H: -1.70529 5.62015 -0.27170  0.012
H: -3.50536 4.65170 1.41028  0.003
H: 3.31629 -1.16130 4.54480  0.000
C: 2.01959 -3.02765 2.23792  0.004
H: -1.46879 -1.05827 -4.08619  0.003
Mn: 0.31257 -0.15828 0.96905  3.124
H: -1.40706 0.69310 2.96493  0.006
P: -2.23094 2.05386 -1.01022  0.650
H: -2.92538 2.31562 -4.11119  -0.009
C: -1.09999 3.45931 1.14828  0.112
H: -5.02055 1.31680 -0.43442  0.001
N: 1.39003 0.19128 -0.75720  0.044
H: -4.91403 3.74131 -1.40857  0.009
C: -1.89439 4.71527 -0.86143  0.060
C: 3.38528 0.19474 -2.04493  0.093
C: -3.52354 3.68559 0.88508  0.032
C: -4.66182 0.94473 -1.40330  0.066
C: -4.51954 3.28762 -2.31747  0.023
H: 2.73964 0.48106 4.13008  -0.003
H: 2.21576 -4.11036 0.32963  0.001
H: -4.33324 1.25673 -4.06920  0.002
P: 2.42477 -1.22544 1.69564  0.021
C: 3.93598 -0.46775 2.55479  0.048
H: 0.65721 -3.23833 0.51338  0.022
C: 1.48207 1.45004 -2.77292  0.148
H: 4.05451 -3.85466 2.04403  -0.001
H: -4.15419 -0.01349 -1.22954  -0.020
H: 6.03255 -0.72307 2.87763  -0.001
H: -1.03871 4.42516 1.67498  -0.003
H: -2.07319 -0.47833 2.00870  0.010
C: 2.82046 1.11602 -2.93105  -0.021
H: 4.39760 -0.17845 -2.14897  0.006
C: -0.35219 -2.80242 -2.31463  -0.001
H: 1.22828 -2.23484 4.14158  0.001
H: -0.11330 3.25502 0.72041  0.010
H: -2.76620 0.62945 -3.56680  -0.008
C: 5.20652 -1.33413 2.48557  0.003
H: 4.45016 0.20356 4.51716  0.000
H: 0.40325 -2.16515 -2.78312  -0.008
C: -2.14822 -1.70720 -3.52146  0.011
H: -4.44015 3.64874 0.29246  0.012
H: -2.47616 -2.78930 -0.26656  -0.002
H: -5.38138 3.02873 -2.94450  0.000
C: 4.27183 0.87081 1.87030  -0.001
C: 3.56883 -0.22803 4.02345  0.004
H: 5.14449 -2.22746 3.11164  0.001
H: -0.96341 0.65442 -3.02544  -0.023
C: 3.23227 -3.79290 2.76767  0.005
H: -0.98520 4.49651 -1.43771  -0.010
H: 5.47870 -1.63064 1.46620  0.000
C: -2.21031 3.54416 0.08826  0.260
H: -1.06321 -0.88277 3.25784  -0.003
H: 5.09770 1.32960 2.43429  0.001
H: 0.97463 -4.72175 1.43244  0.000
H: 3.42398 1.52835 -3.73730  0.000
H: -1.33348 2.68738 1.89847  -0.011
C: -0.70063 0.48639 -1.97264  0.682
H: -0.02641 -2.66805 2.94453  0.002
C: -3.75619 1.97512 -2.10818  0.144
C: 3.15280 -1.34639 -0.02076  0.032
C: 2.64721 -0.26046 -0.95963  -0.058
H: 4.25420 -1.34615 -0.01021  0.001
H: -2.77061 -3.78887 -1.72530  0.001
C: 0.95945 -2.94146 3.34476  0.006
H: -2.19361 -2.67016 -4.04790  -0.001
C: -3.40963 1.51493 -3.53410  0.028
H: -3.68600 -2.29747 -1.47246  0.002

This record from the Open Molecules 2025 dataset describes a cluster of 6 separate species, C24H36Cl4O12 in total. The level of theory is ωB97M-V with the def2-TZVPD basis set.

Output
HOMO-LUMO gap: 7.69 eV
SMILES string: O=C1C=C(O)C(=O)C=C1O.O=C1C=C(O)C(=O)C=C1O.COCCOC.COCCOC.ClCCCl.ClCCCl
multiplicity: 1
electronic energy: -100124.951 eV
molar mass: 658.4 g/mol

Each line ends with the Löwdin charge.
Cartesian coordinates (Å):
O: 33.22217 -13.00938 -11.25032  -0.179
C: 41.08643 1.76476 -9.80008  -0.226
H: 28.86149 -11.03454 -10.98447  0.095
O: 35.03666 -4.99493 -15.37888  0.109
H: 37.46099 -6.09910 -9.40949  0.059
C: 43.11268 3.74427 -10.21711  -0.197
H: 38.27339 -4.76100 -20.29454  0.108
H: 37.44688 0.07424 -4.91018  0.114
C: 41.92290 3.79780 -10.94520  0.085
H: 44.21156 -12.44608 -7.29890  0.075
O: 36.45164 0.19089 -2.95935  -0.174
C: 34.44646 -13.70288 -11.33813  -0.120
H: 45.55591 -13.05420 -6.26988  0.073
H: 31.99824 -9.87382 -12.15106  0.114
H: 32.55928 -10.48152 -10.66606  0.114
C: 40.80411 2.84175 -10.80208  -0.282
O: 39.82800 2.88970 -11.59883  0.079
C: 35.82806 -4.78415 -16.42212  -0.197
Cl: 36.24931 -6.84024 -7.60785  0.509
C: 37.36957 -3.26034 -17.67745  0.071
H: 38.30884 2.32073 -4.76767  0.115
C: 36.09718 3.35902 -5.81372  -0.093
H: 29.81725 -9.51915 -10.99568  0.080
H: 34.71071 -14.15437 -10.38187  0.085
H: 38.01408 -5.20348 -8.04672  0.074
C: 36.79155 0.67891 -4.28327  -0.199
H: 35.23764 -6.56657 -17.25662  0.117
C: 36.03714 -1.18433 -3.11691  -0.112
H: 33.87281 -11.48184 -12.55385  0.105
C: 32.96005 -11.95564 -12.19263  -0.164
H: 29.99856 -10.51408 -9.61984  0.086
H: 39.53125 0.96515 -10.58432  0.106
H: 35.26513 -13.04905 -11.63879  0.078
H: 39.17953 -7.46304 -7.27916  0.072
H: 35.46985 4.24836 -5.87411  0.084
H: 43.16659 -13.36735 -5.40471  0.064
C: 44.75203 -12.32366 -6.36028  -0.640
C: 37.36047 -4.19926 -18.69096  -0.194
C: 38.88400 -7.21632 -8.29892  -0.711
H: 36.76751 -1.84658 -3.58177  0.078
H: 35.86618 0.60039 -4.85391  0.111
C: 36.56977 -3.42641 -16.48725  -0.357
C: 37.41932 2.09021 -4.18141  -0.149
Cl: 40.29843 -6.60002 -9.14129  0.581
C: 36.59758 -5.49322 -18.76409  -0.273
O: 36.43350 3.14910 -4.40900  -0.216
O: 44.14597 4.60094 -10.40198  0.099
O: 36.54584 -2.61870 -15.61437  0.136
H: 42.42841 0.91963 -8.33548  0.128
O: 40.18516 0.77387 -9.90800  0.096
Cl: 45.32524 -10.61273 -6.28038  0.527
H: 35.00777 -4.20251 -14.83774  0.116
H: 32.53944 -12.31785 -13.13071  0.115
C: 32.03752 -10.79529 -11.57016  -0.167
O: 30.74587 -11.35039 -11.33015  -0.192
O: 44.09253 2.83205 -8.16862  0.095
C: 35.78356 -5.67166 -17.51648  0.080
C: 37.78059 -6.21662 -8.37404  -0.657
H: 34.45271 -14.51971 -12.05983  0.080
H: 37.92455 -2.34147 -17.79605  0.132
H: 41.76117 4.66961 -11.56178  0.125
C: 42.16275 1.76541 -8.95231  0.083
C: 43.22716 2.81038 -9.05303  -0.304
C: 43.78679 -12.48483 -5.24786  -0.722
H: 35.12225 -1.27156 -3.70298  0.085
Cl: 44.58817 -12.87412 -3.71616  0.551
H: 37.03098 3.58792 -6.32727  0.074
H: 35.66177 2.50600 -6.33419  0.074
O: 38.07516 -3.94785 -19.82436  0.082
H: 38.51832 -8.16604 -8.68931  0.073
C: 29.80041 -10.56541 -10.69045  -0.130
H: 35.99808 -1.61399 -2.11592  0.086
O: 36.65475 -6.27203 -19.75937  0.071
H: 37.63061 2.29622 -3.13212  0.123
H: 43.05429 -11.68525 -5.13737  0.072
H: 44.69496 4.65163 -9.61609  0.113

This record from the Open Molecules 2025 dataset describes a cluster of 2 separate species, C6H11NO2 in total. The level of theory is ωB97M-V with the def2-TZVPD basis set.

Output
HOMO-LUMO gap: 8.90 eV
SMILES string: C=C(C)C(=O)O.[H]/N=C/C
multiplicity: 1
electronic energy: -11982.203 eV
molar mass: 129.2 g/mol
energy above the lowest of the compared OMol25 structures with the same formula, charge and spin: 93.7 kcal/mol

Each line ends with the Löwdin charge.
Cartesian coordinates (Å):
H: 1.35606 1.75247 1.87427  0.093
H: 2.09477 -0.96084 2.17368  0.073
H: -2.17945 0.16098 -1.99656  0.084
H: -0.15357 -2.70050 -0.82703  0.052
O: 0.54553 1.70184 -1.20617  0.067
H: -3.14860 -0.36109 -0.59852  0.084
H: -1.94241 0.92854 -0.40429  0.060
C: 1.63247 -0.97928 1.19397  0.031
O: 1.76948 -0.11888 -1.68436  0.088
H: 0.90182 1.92697 -2.08952  0.137
H: -0.23029 1.86041 1.13355  0.068
C: -1.14850 -1.04105 -0.58497  -0.351
N: -0.80545 -2.04577 -1.25467  0.119
C: 1.02362 0.45726 -0.93143  -0.416
C: -2.16595 -0.00477 -0.91791  -0.071
C: 0.77690 -0.01512 0.81470  -0.302
H: -0.00758 0.88684 2.60535  0.087
H: -0.62387 -0.81414 0.49979  0.106
C: 0.44774 1.18455 1.65619  -0.076
H: 1.85729 -1.81842 0.54393  0.068

This record from the Open Molecules 2025 dataset describes the molecule C6H6N2O. The level of theory is ωB97M-V with the def2-TZVPD basis set.

Output
HOMO-LUMO gap (spin up / spin down): 7.98 / 5.12 eV
multiplicity: 1
electronic energy: -11340.590 eV
molar mass: 122.1 g/mol
energy above the lowest of the compared OMol25 structures with the same formula, charge and spin: 134.7 kcal/mol

Each line ends with the Löwdin charge.
Cartesian coordinates (Å):
C: 0.37193 0.90744 0.20481  -0.331
H: -2.67438 -2.47130 0.41306  0.094
H: -2.09780 -2.09368 -1.32513  0.089
C: 1.78227 1.04383 0.17227  0.111
N: -1.92091 1.65062 -0.25892  0.143
C: -1.89508 -1.88602 -0.21362  -0.034
O: -3.70696 0.22651 -0.01724  0.154
N: 0.12998 -0.46525 0.44592  0.022
H: -0.23783 2.97740 -0.19021  0.151
C: -0.97922 -1.13035 0.28198  -0.154
C: -2.73319 0.84854 0.06921  -0.366
H: 2.31892 0.13528 0.22889  0.041
H: 1.02979 -1.02782 0.48812  0.166
H: 2.30845 1.81429 -0.20356  0.023
C: -0.58414 1.85231 -0.01931  -0.109

The highest electronic energy belongs to which entry? C6H6N2O